Entry from the OMol25 dataset: one molecule with the formula C4H4O3S at a distorted geometry (ωB97M-V/def2-TZVPD).

Atoms and positions in Å:
C1 0.488 0.828 -0.479
C2 -0.834 0.838 -0.656
C3 2.508 -0.426 0.095
C4 1.227 -0.346 -0.096
O1 3.644 -0.544 0.300
O2 -2.433 -0.029 1.173
O3 -1.208 -1.743 -0.199
S1 -1.996 -0.528 -0.365
H1 1.061 1.737 -0.623
H2 -1.353 1.733 -0.954
H3 -1.761 -0.256 1.820
H4 0.654 -1.264 -0.019

The multiplicity is 3. For the HOMO energy (alpha / beta), the calculation gives -5.516 / -9.694 eV. The value obtained for the lowest unoccupied orbital energy (alpha / beta) is 0.427 / -2.755 eV. As for the expectation value of S²: 2.01. For the HOMO-LUMO gap (alpha / beta), the calculation gives 5.94 / 6.94 eV. The total energy is -778.5209 Eh.

Entry from the OMol25 dataset: a 4-piece molecular cluster, C33H64BrClF2N2O8P overall at a distorted geometry (ωB97M-V/def2-TZVPD).

Atoms and positions in Å:
C1 0.262 6.364 -3.996
C2 0.107 5.113 -4.832
O1 -0.933 4.265 -4.370
C3 -0.545 3.210 -3.520
C4 -1.360 3.234 -2.230
O2 -2.447 2.320 -2.189
C5 -2.148 0.953 -2.107
C6 -1.733 0.473 -0.695
C7 -0.236 0.763 -0.424
O3 0.450 0.919 -1.642
C8 1.856 0.746 -1.570
C9 -2.595 1.242 0.345
C10 -4.103 1.361 0.043
C11 -4.568 2.820 -0.031
N1 -5.969 2.871 -0.435
C12 -2.300 0.809 1.773
F1 -3.383 0.933 2.607
N2 -1.753 -0.596 2.033
C13 -0.427 -0.420 2.741
C14 -0.633 0.042 4.185
C15 -0.872 -1.119 5.140
F2 -0.576 -0.724 6.430
C16 -1.847 -1.668 0.912
C17 -0.710 -2.683 1.100
O4 0.543 -2.178 0.692
C18 1.628 -2.725 1.344
C19 2.688 -1.884 1.613
C20 3.819 -2.381 2.236
C21 3.881 -3.718 2.597
C22 2.810 -4.547 2.337
C23 1.677 -4.066 1.701
C24 -3.112 -2.559 1.216
Cl1 -4.586 -1.576 1.353
C25 -2.969 -3.513 2.424
C26 -4.262 -3.912 3.127
C27 -2.075 -1.062 -0.533
P1 -1.559 -1.884 -2.153
O5 0.061 -1.912 -2.080
Br1 -2.036 -4.085 -1.854
H1 1.103 6.936 -4.392
H2 0.495 6.142 -2.954
H3 -0.628 6.987 -4.061
H4 -0.149 5.393 -5.854
H5 1.058 4.576 -4.889
H6 0.513 3.302 -3.260
H7 -0.687 2.260 -4.040
H8 -0.705 3.130 -1.363
H9 -1.815 4.222 -2.172
H10 -1.402 0.658 -2.843
H11 -3.069 0.439 -2.383
H12 0.233 -0.036 0.142
H13 -0.142 1.690 0.163
H14 2.221 0.826 -0.548
H15 2.130 -0.221 -1.990
H16 2.329 1.528 -2.162
H17 -2.215 2.264 0.284
H18 -4.375 0.861 -0.883
H19 -4.709 0.917 0.820
H20 -3.907 3.405 -0.667
H21 -4.483 3.240 0.976
H22 -6.491 3.517 0.136
H23 -6.070 3.156 -1.398
H24 -1.553 1.480 2.191
H25 -2.372 -0.951 2.768
H26 0.136 -1.340 2.769
H27 0.185 0.294 2.203
H28 0.268 0.564 4.497
H29 -1.480 0.725 4.259
H30 -0.246 -1.980 4.893
H31 -1.919 -1.440 5.139
H32 -0.625 -2.944 2.154
H33 -0.968 -3.604 0.589
H34 2.637 -0.851 1.303
H35 4.639 -1.704 2.421
H36 4.762 -4.118 3.077
H37 2.859 -5.589 2.619
H38 0.853 -4.735 1.492
H39 -3.236 -3.155 0.319
H40 -2.486 -4.418 2.066
H41 -2.319 -3.058 3.177
H42 -4.029 -4.726 3.814
H43 -5.015 -4.278 2.434
H44 -4.668 -3.102 3.726
H45 -3.158 -1.071 -0.691
H46 0.397 -2.739 -2.451
C28 8.188 -2.135 0.970
C29 7.709 -0.929 0.185
O6 6.503 -0.380 0.719
H47 7.418 -2.908 0.985
H48 9.093 -2.554 0.532
H49 8.409 -1.860 2.005
H50 7.476 -1.207 -0.841
H51 8.486 -0.159 0.157
H52 6.688 -0.102 1.622
C30 -2.596 -8.178 0.120
C31 -2.097 -7.001 0.934
O7 -1.022 -7.344 1.802
H53 -2.920 -8.982 0.780
H54 -3.434 -7.890 -0.517
H55 -1.802 -8.569 -0.519
H56 -2.889 -6.622 1.582
H57 -1.780 -6.185 0.271
H58 -0.302 -7.689 1.265
C32 4.390 9.561 -4.475
C33 3.855 8.518 -3.512
O8 3.371 7.356 -4.185
H59 3.617 9.854 -5.184
H60 4.729 10.448 -3.940
H61 5.234 9.165 -5.044
H62 3.005 8.910 -2.956
H63 4.628 8.233 -2.791
H64 4.102 6.976 -4.682

For the HOMO energy, the calculation gives -11.129 eV. Its charge is +1. The value obtained for the lowest unoccupied orbital energy is -1.898 eV. For the HOMO-LUMO gap, the calculation gives 9.23 eV. The total energy is -5582.2123 Eh.

Entry from the OMol25 dataset: C12H26F3HgN3O9S as an isolated structure at a distorted geometry (ωB97M-V/def2-TZVPD).

Atoms and positions in Å:
Hg1 -0.039 1.493 0.541
O1 -1.410 3.301 0.623
H1 -1.846 3.547 1.461
O2 1.399 3.478 -0.237
C1 2.730 3.169 0.146
C2 3.078 2.068 1.298
O3 2.083 1.060 1.374
H2 3.173 4.139 0.371
H3 3.290 2.829 -0.725
H4 3.179 2.659 2.208
H5 4.112 1.764 1.133
C3 -3.116 -2.117 0.024
F1 -2.262 -2.445 0.975
F2 -2.553 -2.403 -1.152
F3 -4.298 -2.708 0.275
S1 -3.441 -0.213 0.096
O4 -4.358 -0.022 1.177
O5 -2.085 0.283 0.379
O6 -4.014 0.207 -1.203
C4 0.140 1.346 -2.822
O7 -0.464 1.259 -1.770
N1 -0.145 0.760 -3.957
C5 -1.323 -0.119 -4.128
C6 0.420 1.152 -5.269
H6 0.968 2.040 -3.031
H7 -0.950 -1.013 -4.628
H8 -2.123 0.390 -4.666
H9 -1.740 -0.320 -3.142
H10 -0.331 1.529 -5.963
H11 1.223 1.880 -5.151
H12 0.938 0.275 -5.657
C7 1.351 -1.714 -0.211
O8 0.310 -1.137 -0.374
N2 2.117 -2.191 -1.273
C8 3.200 -3.080 -0.925
C9 1.629 -2.079 -2.620
H13 1.739 -2.062 0.759
H14 4.040 -3.098 -1.619
H15 2.846 -4.107 -0.831
H16 3.508 -2.834 0.091
H17 2.298 -1.670 -3.377
H18 1.143 -2.931 -3.097
H19 0.825 -1.357 -2.476
C10 -0.735 1.195 4.047
O9 -0.726 1.296 2.827
N3 -0.988 0.053 4.719
C11 -1.514 0.081 6.123
C12 -1.429 -1.200 3.994
H20 -0.536 2.076 4.677
H21 -2.571 -0.183 6.162
H22 -1.341 1.062 6.566
H23 -0.946 -0.663 6.682
H24 -0.948 -1.332 3.025
H25 -1.006 -2.011 4.585
H26 -2.504 -1.377 3.968

For the HOMO energy, the calculation gives 0.384 eV. Its charge is -2. The value obtained for the lowest unoccupied orbital energy is 4.457 eV. For the HOMO-LUMO gap, the calculation gives 4.07 eV. The total energy is -2165.3009 Eh.

Entry from the OMol25 dataset: an isolated ion of composition C4H11N2OSi and charge +1 at a distorted geometry (ωB97M-V/def2-TZVPD).

Atoms and positions in Å:
C1 0.772 1.731 -0.041
C2 0.898 3.079 -0.715
C3 0.278 -1.840 1.807
C4 -1.795 -2.671 -1.029
N1 0.361 0.748 -0.943
N2 0.685 1.537 1.204
O1 -0.517 -0.326 -0.661
Si1 -0.644 -1.680 0.168
H1 0.068 3.757 -0.460
H2 0.920 2.954 -1.812
H3 1.784 3.496 -0.227
H4 -0.253 -2.367 2.454
H5 1.350 -2.311 1.730
H6 0.693 -0.835 2.136
H7 -2.511 -3.243 -0.386
H8 -2.300 -1.958 -1.587
H9 -1.227 -3.203 -1.650
H10 0.540 0.915 -1.905
H11 0.900 2.217 1.915

For the HOMO energy, the calculation gives -13.127 eV. Its charge is +1. The value obtained for the lowest unoccupied orbital energy is -4.821 eV. For the HOMO-LUMO gap, the calculation gives 8.31 eV. The total energy is -632.9101 Eh.

Entry from the OMol25 dataset: one molecule with the formula C7H9N at a distorted geometry (ωB97M-V/def2-TZVPD).

Atoms and positions in Å:
C1 1.104 0.429 1.689
C2 -0.629 -0.559 0.367
C3 -1.518 0.176 -0.668
C4 -0.888 -0.203 -1.923
C5 0.413 -0.431 -1.849
C6 0.694 -0.148 -0.439
C7 1.579 0.418 0.412
H1 1.215 1.279 2.223
H2 1.535 -0.526 2.182
H3 -0.632 -0.644 2.460
H4 -0.523 -1.798 0.227
H5 -2.736 0.116 -0.556
H6 -1.266 1.453 -0.474
H7 -1.616 -0.249 -2.824
H8 1.327 -0.533 -2.542
H9 2.441 0.951 0.104
N1 -0.500 0.268 1.611

For the HOMO energy, the calculation gives -8.270 eV. The value obtained for the lowest unoccupied orbital energy is 0.992 eV. For the HOMO-LUMO gap, the calculation gives 9.26 eV. The total energy is -326.6858 Eh.

Entry from the OMol25 dataset: an isolated ion of composition C6H11BrO4PS and charge -1 at a distorted geometry (ωB97M-V/def2-TZVPD).

Atoms and positions in Å:
C1 -1.099 -2.019 -1.546
C2 0.407 -1.917 -1.210
O1 1.163 -1.715 -2.091
O2 0.752 -2.065 0.117
C3 1.712 -1.112 0.542
O3 2.830 -1.289 0.229
C4 1.368 0.088 1.430
P1 -0.345 0.926 1.150
S1 -1.130 -0.034 3.032
C5 0.265 1.634 -0.535
C6 -0.789 2.387 -1.350
O4 -0.496 3.362 -1.910
Br1 -2.648 1.773 -1.542
H1 -1.478 -0.986 -1.520
H2 -1.210 -2.464 -2.542
H3 -1.560 -2.626 -0.750
H4 2.131 0.854 1.193
H5 1.521 -0.152 2.493
H6 -0.900 -0.203 0.436
H7 -1.619 1.601 1.049
H8 0.163 2.073 1.901
H9 -0.826 -1.358 2.909
H10 0.732 0.870 -1.183
H11 1.058 2.370 -0.304

For the HOMO energy, the calculation gives -4.675 eV. Its charge is -1. The value obtained for the lowest unoccupied orbital energy is 2.946 eV. For the HOMO-LUMO gap, the calculation gives 7.62 eV. The total energy is -3849.7193 Eh.

Please write out number 4 again, unchanged.
Entry from the OMol25 dataset: an isolated ion of composition C4H11N2OSi and charge +1 at a distorted geometry (ωB97M-V/def2-TZVPD).

Atoms and positions in Å:
C1 0.772 1.731 -0.041
C2 0.898 3.079 -0.715
C3 0.278 -1.840 1.807
C4 -1.795 -2.671 -1.029
N1 0.361 0.748 -0.943
N2 0.685 1.537 1.204
O1 -0.517 -0.326 -0.661
Si1 -0.644 -1.680 0.168
H1 0.068 3.757 -0.460
H2 0.920 2.954 -1.812
H3 1.784 3.496 -0.227
H4 -0.253 -2.367 2.454
H5 1.350 -2.311 1.730
H6 0.693 -0.835 2.136
H7 -2.511 -3.243 -0.386
H8 -2.300 -1.958 -1.587
H9 -1.227 -3.203 -1.650
H10 0.540 0.915 -1.905
H11 0.900 2.217 1.915

For the HOMO energy, the calculation gives -13.127 eV. Its charge is +1. The value obtained for the lowest unoccupied orbital energy is -4.821 eV. For the HOMO-LUMO gap, the calculation gives 8.31 eV. The total energy is -632.9101 Eh.

What did the first record say?
Entry from the OMol25 dataset: one molecule with the formula C4H4O3S at a distorted geometry (ωB97M-V/def2-TZVPD).

Atoms and positions in Å:
C1 0.488 0.828 -0.479
C2 -0.834 0.838 -0.656
C3 2.508 -0.426 0.095
C4 1.227 -0.346 -0.096
O1 3.644 -0.544 0.300
O2 -2.433 -0.029 1.173
O3 -1.208 -1.743 -0.199
S1 -1.996 -0.528 -0.365
H1 1.061 1.737 -0.623
H2 -1.353 1.733 -0.954
H3 -1.761 -0.256 1.820
H4 0.654 -1.264 -0.019

The multiplicity is 3. For the HOMO energy (alpha / beta), the calculation gives -5.516 / -9.694 eV. The value obtained for the lowest unoccupied orbital energy (alpha / beta) is 0.427 / -2.755 eV. As for the expectation value of S²: 2.01. For the HOMO-LUMO gap (alpha / beta), the calculation gives 5.94 / 6.94 eV. The total energy is -778.5209 Eh.